The following is a quantum chemistry calculation of a structure of composition C27H41Cl3N3O3SiV at a distorted geometry, from the OMol25 dataset.

Its LUMO energy (spin up / spin down) is -0.1 / -0.2 eV. The value obtained for the HOMO energy (spin up / spin down) is -7.006 / -8.067 eV. The calculation puts the largest force on an atom at 0.078 Eh/bohr. The value obtained for the energy above the lowest of the compared OMol25 structures with the same formula, charge and spin is 0.00 kcal per mole. The value obtained for the orbital gap (spin up / spin down) is 0.25202 / 0.28896 Eh.

ORCA input file:
```
! wB97M-V def2-TZVPD RIJCOSX def2/J DEFGRID3
* xyz 0 3
C -1.5889 -1.8691 -3.2549
C -1.1807 -2.7716 -2.1304
H -1.2288 -2.2296 -4.2323
H -1.1980 -0.8442 -3.0909
H -2.6953 -1.7994 -3.2769
C -0.6175 -3.9811 -2.2721
C -0.3652 -4.6636 -3.5732
H -0.3499 -4.5684 -1.3900
H -0.5229 -4.0096 -4.4400
H -1.0322 -5.5360 -3.6725
H 0.6690 -5.0422 -3.6214
V -0.1307 0.3881 0.1241
Cl -2.4021 0.5561 0.4951
Cl 0.1015 1.5496 -1.7849
H 0.6620 4.4390 3.6683
H -1.4080 5.6010 2.6067
C 0.9728 4.1703 2.6499
C -1.0241 5.2723 1.6326
N -0.2055 4.0783 1.7918
H 1.4834 3.2030 2.6566
C -0.4924 2.9523 1.1584
O 0.2595 1.9279 1.2701
H -1.8597 5.0196 0.9716
H -1.4109 2.9120 0.5509
H 1.6495 4.9465 2.2680
H -0.4337 6.0841 1.1874
H 1.4230 -1.5067 -2.8698
H 2.3205 -3.6144 -1.3280
C 2.3067 -0.9734 -2.4737
C 3.1552 -2.9081 -1.1841
N 2.6838 -1.5294 -1.1790
H 2.0640 0.0923 -2.3692
C 2.6670 -0.8235 -0.0324
O 2.0229 0.2448 0.1352
H 3.6488 -3.1129 -0.2262
H 3.2678 -1.2828 0.7803
H 3.1424 -1.1214 -3.1803
H 3.8712 -3.0450 -2.0029
O -0.3201 -1.2007 -0.7071
C -1.3361 -2.1601 -0.7598
C 0.0618 -3.4212 0.9469
C -1.1951 -3.1208 0.4318
H 0.9198 -2.8368 0.6021
C 0.1954 -4.4482 1.8883
H -2.3228 -1.6748 -0.6780
C -2.3382 -3.7291 0.9673
H 1.1836 -4.6737 2.2865
C -0.9280 -5.1679 2.3032
C -2.2038 -4.7915 1.8575
H -3.3222 -3.3693 0.6587
H -0.8269 -6.0006 3.0032
H -3.0924 -5.3160 2.2151
Si -0.3640 4.2245 -4.1632
Cl -0.4352 2.2357 -4.7948
C 1.4488 4.6751 -4.1308
C -1.6082 4.4099 -2.7755
C -0.9018 5.4039 -5.5598
H 2.0955 3.8727 -3.7611
H 1.6340 5.5736 -3.5297
H 1.7519 4.8892 -5.1685
H -0.1771 5.3431 -6.3952
H -0.8842 6.4334 -5.1502
H -1.9139 5.1824 -5.9338
H -1.5281 3.6203 -2.0078
H -2.6243 4.3505 -3.1959
H -1.5029 5.3902 -2.2769
N 0.2533 -0.5369 1.9882
C 0.2647 -0.5609 3.1599
C 0.2157 -0.6614 4.5819
C -1.0128 -0.5891 5.2700
C -1.0584 -0.7130 6.6633
C 0.1257 -0.8869 7.3855
C 1.3544 -0.9730 6.7177
C 1.3959 -0.8521 5.3229
H -1.9242 -0.4457 4.6849
H -2.0257 -0.6736 7.1767
H 0.0935 -0.9536 8.4755
H 2.2878 -1.1358 7.2636
H 2.3402 -0.9165 4.7758
*
```